w:
{
  "formula": "C3H6N4O",
  "method": "ωB97M-V with the def2-TZVPD basis set",
  "homo_ev": -8.8,
  "lumo_ev": 0.3491,
  "smiles": "[H]/N=c1/nc(C)n(N)o1",
  "orbital_gap_ev": 9.17,
  "elements": ["C", "C", "C", "H", "H", "H", "H", "H", "H", "N", "N", "N", "N", "O"],
  "positions_angstrom": [[1.51, -1.33, -0.14], [0.24, -0.58, 0.02], [-1.90, -0.13, 0.02], [2.21, -0.72, -0.70], [1.32, -2.18, -0.82], [1.79, -1.71, 0.91], [-3.57, 0.59, -0.18], [1.44, 2.33, -0.36], [1.22, 1.56, 1.24], [-0.95, -1.12, 0.22], [-3.16, -0.27, 0.09], [0.17, 0.78, -0.30], [0.96, 1.67, 0.28], [-1.30, 1.10, -0.29]],
  "lowdin_charge": [-0.008, -0.319, -0.513, 0.074, 0.092, 0.116, 0.030, 0.132, 0.103, 0.173, 0.143, -0.134, 0.078, 0.034]
}



x:
{
  "formula": "C3H6N4O",
  "method": "ωB97M-V with the def2-TZVPD basis set",
  "homo_ev": -8.5,
  "lumo_ev": -0.2197,
  "orbital_gap_ev": 8.29,
  "elements": ["C", "C", "C", "N", "N", "N", "N", "O", "H", "H", "H", "H", "H", "H"],
  "positions_angstrom": [[-1.41, -1.41, -0.90], [-0.11, 0.30, -0.71], [-0.75, 0.77, 1.56], [-0.57, -0.69, -1.60], [-1.61, -1.05, 0.37], [-0.86, 0.03, 0.52], [1.44, 0.13, -0.38], [1.93, 0.82, 0.64], [-1.95, -2.24, -1.30], [-0.22, 1.33, -1.05], [-1.17, 0.46, 2.50], [-0.02, 1.57, 1.53], [1.57, -0.90, -0.27], [1.88, 0.38, -1.29]],
  "lowdin_charge": [-0.229, -0.259, 0.123, 0.047, 0.055, -0.160, -0.124, -0.238, 0.108, 0.160, 0.098, 0.083, 0.170, 0.167]
}



y:
{
  "formula": "C3H6N4O",
  "method": "ωB97M-V with the def2-TZVPD basis set",
  "homo_ev": -8.8,
  "lumo_ev": 0.5041,
  "orbital_gap_ev": 9.29,
  "elements": ["C", "N", "C", "C", "N", "O", "N", "N", "H", "H", "H", "H", "H", "H"],
  "positions_angstrom": [[-1.39, 0.51, 0.59], [0.78, 1.47, -0.24], [1.77, -0.42, -0.47], [0.05, 0.43, 0.20], [-2.15, -0.70, 0.34], [2.71, -1.29, -0.79], [1.64, 0.75, -1.11], [0.83, -0.64, 0.46], [2.55, -2.10, -0.28], [0.38, 2.32, -0.62], [-2.11, -0.94, -0.65], [-1.74, -1.47, 0.86], [-1.46, 0.73, 1.66], [-1.86, 1.35, 0.05]],
  "lowdin_charge": [-0.221, 0.078, -0.528, -0.334, 0.003, 0.103, 0.079, 0.179, 0.118, 0.143, 0.074, 0.067, 0.124, 0.114]
}



z:
{
  "formula": "C3H6N4O",
  "method": "ωB97M-V with the def2-TZVPD basis set",
  "homo_ev": [-7.1, -7.1],
  "lumo_ev": [0.1699, -0.0010],
  "orbital_gap_ev": [7.30, 7.07],
  "elements": ["C", "C", "C", "N", "N", "N", "N", "O", "H", "H", "H", "H", "H", "H"],
  "positions_angstrom": [[-0.29, -1.39, 0.09], [0.58, -0.28, 0.14], [-2.26, 0.04, -0.26], [-1.63, -1.09, 0.11], [0.09, 0.92, 0.41], [1.95, -0.44, -0.08], [0.77, 2.05, -0.04], [-3.13, 0.82, -0.03], [0.13, -2.40, -0.07], [-2.13, -1.98, -0.05], [2.30, -1.38, 0.04], [2.60, 0.19, 0.31], [0.54, 2.84, 0.48], [0.49, 2.09, -1.06]],
  "lowdin_charge": [-0.129, -0.439, -0.190, 0.032, -0.048, 0.101, -0.010, 0.110, 0.112, 0.173, 0.073, 0.063, 0.034, 0.117]
}



Most stable: y. Least stable: x.



w:
{
  "formula": "C3H6N4O",
  "method": "ωB97M-V with the def2-TZVPD basis set",
  "homo_ev": -9.5,
  "lumo_ev": 0.4111,
  "smiles": "[H]/N=C/NC(=O)/C=N\\N",
  "orbital_gap_ev": 9.93,
  "elements": ["C", "C", "C", "H", "H", "H", "H", "H", "H", "N", "N", "N", "N", "O"],
  "positions_angstrom": [[-0.11, -0.37, -1.82], [1.05, 0.22, -0.83], [0.84, 0.87, 1.47], [-2.66, -1.59, -0.45], [-1.35, -1.83, 0.22], [0.27, -0.54, -2.94], [-0.63, 0.30, 0.43], [1.91, 0.86, 1.50], [0.94, 1.65, 3.02], [-1.78, -0.93, -0.33], [-1.20, -0.96, -1.70], [0.45, 0.75, 0.16], [0.17, 1.44, 2.45], [2.12, 0.12, -1.16]],
  "lowdin_charge": [-0.095, -0.599, -0.258, 0.112, 0.140, 0.143, 0.199, 0.115, 0.007, -0.081, -0.053, 0.082, 0.104, 0.184]
}



x:
{
  "formula": "C3H6N4O",
  "method": "ωB97M-V with the def2-TZVPD basis set",
  "homo_ev": -9.3,
  "lumo_ev": 0.5891,
  "smiles": "NC1=NC(=O)NCN1",
  "orbital_gap_ev": 9.90,
  "elements": ["C", "C", "C", "H", "H", "H", "H", "H", "H", "N", "N", "N", "N", "O"],
  "positions_angstrom": [[0.76, -0.50, -0.72], [-1.03, 0.82, -0.04], [0.37, -0.24, 1.63], [1.46, -0.80, -2.61], [2.34, -1.57, -1.35], [-1.46, 0.90, 1.97], [1.10, 0.53, 1.88], [0.24, -0.80, 2.56], [0.80, -2.04, 0.51], [1.48, -1.16, -1.62], [-0.08, 0.48, -0.98], [-0.83, 0.42, 1.29], [0.97, -1.03, 0.52], [-1.98, 1.53, -0.33]],
  "lowdin_charge": [-0.496, -0.571, -0.194, 0.144, 0.095, 0.165, 0.115, 0.122, 0.146, 0.150, 0.176, 0.055, 0.066, 0.027]
}



Most stable: x. Least stable: w.



w:
{
  "formula": "C3H6N4O",
  "method": "ωB97M-V with the def2-TZVPD basis set",
  "homo_ev": -9.4,
  "lumo_ev": 0.7284,
  "smiles": "C=N/N=C\\C(=O)NN",
  "orbital_gap_ev": 10.15,
  "elements": ["C", "C", "C", "H", "H", "H", "H", "H", "H", "N", "N", "N", "N", "O"],
  "positions_angstrom": [[0.92, 0.96, 0.04], [-0.10, 0.73, 1.15], [-2.57, 0.05, -0.68], [1.30, -1.92, -0.75], [2.19, -1.85, 0.65], [2.52, 0.15, -0.97], [0.25, 1.11, 2.15], [-3.29, 0.70, -0.18], [-2.88, -0.33, -1.63], [1.51, -1.35, 0.07], [1.82, -0.06, -0.24], [-1.22, 0.15, 1.09], [-1.47, -0.36, -0.18], [1.01, 2.02, -0.51]],
  "lowdin_charge": [-0.478, -0.086, -0.025, 0.092, 0.092, 0.156, 0.131, 0.078, 0.056, 0.000, -0.047, 0.015, -0.049, 0.067]
}



x:
{
  "formula": "C3H6N4O",
  "method": "ωB97M-V with the def2-TZVPD basis set",
  "homo_ev": -7.6,
  "lumo_ev": 1.0462,
  "smiles": "NNc1ccn(O)n1",
  "orbital_gap_ev": 8.62,
  "elements": ["C", "C", "C", "H", "H", "H", "H", "H", "H", "N", "N", "N", "N", "O"],
  "positions_angstrom": [[-0.39, 0.25, 0.10], [0.44, 1.42, 0.01], [1.73, 1.02, -0.03], [-2.02, -1.67, -0.45], [-2.90, -1.17, 0.74], [-2.30, 1.15, 0.03], [0.06, 2.38, -0.02], [2.72, 1.46, -0.29], [2.26, -1.93, -0.32], [-2.57, -0.88, -0.15], [-1.77, 0.27, 0.14], [1.64, -0.31, 0.09], [0.39, -0.83, 0.08], [2.70, -1.18, 0.08]],
  "lowdin_charge": [-0.343, -0.048, -0.058, 0.059, 0.053, 0.145, 0.066, 0.147, 0.102, 0.025, -0.061, -0.262, 0.126, 0.050]
}



y:
{
  "formula": "C3H6N4O",
  "method": "ωB97M-V with the def2-TZVPD basis set",
  "homo_ev": -10.3,
  "lumo_ev": 0.6296,
  "smiles": "CCOn1cnnn1",
  "orbital_gap_ev": 10.95,
  "elements": ["C", "C", "C", "H", "H", "H", "H", "H", "H", "N", "N", "N", "N", "O"],
  "positions_angstrom": [[-1.92, 0.95, 0.28], [-1.23, -0.59, 0.02], [2.06, -0.89, 0.13], [-1.03, 1.61, 0.14], [-2.42, 1.21, -0.71], [-2.40, 0.99, 1.34], [-0.86, -1.04, 0.93], [-1.99, -1.36, -0.52], [1.83, -1.82, 0.73], [1.01, -0.41, -0.47], [3.09, -0.02, 0.34], [2.70, 1.08, -0.33], [1.37, 0.85, -0.73], [-0.21, -0.55, -1.15]],
  "lowdin_charge": [-0.057, -0.121, -0.193, 0.042, 0.076, 0.096, 0.080, 0.143, 0.134, -0.176, 0.006, -0.008, 0.042, -0.064]
}



z:
{
  "formula": "C3H6N4O",
  "method": "ωB97M-V with the def2-TZVPD basis set",
  "homo_ev": -9.4,
  "lumo_ev": 0.7219,
  "orbital_gap_ev": 10.08,
  "elements": ["C", "C", "C", "H", "H", "H", "H", "H", "H", "N", "N", "N", "N", "O"],
  "positions_angstrom": [[-1.66, 1.33, -0.92], [0.47, -0.12, 0.64], [1.05, -0.69, -0.44], [-1.59, 2.19, -0.01], [-2.69, 1.18, -1.61], [-0.73, 1.21, -1.81], [-1.39, -0.55, 1.65], [0.73, -0.77, -1.53], [2.99, -1.42, -0.09], [-0.97, 0.42, 0.91], [2.04, -1.30, 0.18], [2.22, -1.02, 1.47], [1.15, -0.46, 1.80], [-1.60, -0.01, -0.27]],
  "lowdin_charge": [-0.120, -0.285, -0.061, 0.147, 0.113, 0.116, 0.235, 0.149, 0.136, -0.057, -0.045, -0.007, 0.023, -0.345]
}



Most stable: w. Least stable: z.



w:
{
  "formula": "C3H6N4O",
  "method": "ωB97M-V with the def2-TZVPD basis set",
  "homo_ev": -9.3,
  "lumo_ev": 0.2208,
  "smiles": "CN1NC1=O.N#CN",
  "orbital_gap_ev": 9.49,
  "elements": ["C", "N", "N", "C", "C", "N", "N", "O", "H", "H", "H", "H", "H", "H"],
  "positions_angstrom": [[-2.58, -1.03, -0.59], [-1.27, -0.44, -0.38], [-0.83, -0.43, 1.05], [-0.99, 0.73, 0.34], [2.37, 0.47, 0.01], [3.50, 1.14, -0.12], [1.77, -0.51, 0.16], [-1.33, 1.86, 0.49], [0.13, -0.78, 1.17], [3.79, 1.79, 0.59], [4.21, 0.81, -0.75], [-3.17, -1.18, 0.32], [-2.43, -2.01, -1.05], [-3.18, -0.42, -1.25]],
  "lowdin_charge": [-0.086, -0.048, 0.124, -0.534, -0.310, 0.091, 0.153, 0.116, 0.043, 0.105, 0.111, 0.083, 0.072, 0.080]
}



x:
{
  "formula": "C3H6N4O",
  "method": "ωB97M-V with the def2-TZVPD basis set",
  "homo_ev": -7.6,
  "lumo_ev": 0.3028,
  "orbital_gap_ev": 7.90,
  "elements": ["C", "C", "N", "N", "O", "N", "C", "N", "H", "H", "H", "H", "H", "H"],
  "positions_angstrom": [[1.40, 0.27, 0.19], [0.06, -0.09, 0.65], [-2.06, -0.01, -0.47], [-0.34, -0.54, 1.84], [2.10, -0.78, -0.44], [-0.73, 0.39, -0.29], [0.44, 1.00, -1.21], [0.59, 1.49, -2.26], [2.14, -0.61, -1.39], [2.02, 0.81, 0.91], [-2.54, 0.68, -1.04], [-2.10, -0.92, -0.93], [0.34, -0.97, 2.45], [-1.32, -0.72, 2.00]],
  "lowdin_charge": [-0.186, -0.314, 0.086, 0.204, -0.043, -0.055, -0.379, 0.052, 0.087, 0.127, 0.094, 0.099, 0.119, 0.111]
}



Most stable: w. Least stable: x.



w:
{
  "formula": "C4H6N2O2",
  "method": "ωB97M-V with the def2-TZVPD basis set",
  "homo_ev": -8.9,
  "lumo_ev": 0.6402,
  "smiles": "C=C1OCC(=O)N1N",
  "orbital_gap_ev": 9.51,
  "elements": ["C", "C", "C", "C", "H", "H", "H", "H", "H", "H", "N", "N", "O", "O"],
  "positions_angstrom": [[0.62, -0.85, -0.14], [0.65, -1.96, -0.76], [0.70, 0.89, 1.45], [-0.20, 1.19, 0.43], [-2.27, 0.11, -0.58], [-1.30, 0.85, -1.91], [-0.14, -2.27, -1.52], [1.75, -2.31, -0.56], [0.13, 0.91, 2.41], [1.48, 1.59, 1.60], [-1.47, -0.03, -1.28], [-0.50, 0.03, -0.27], [1.41, -0.41, 0.90], [-0.87, 2.26, 0.23]],
  "lowdin_charge": [-0.439, 0.049, 0.016, -0.424, 0.138, 0.149, 0.088, 0.118, 0.164, 0.125, 0.091, -0.106, 0.009, 0.021]
}



x:
{
  "formula": "C4H6N2O2",
  "method": "ωB97M-V with the def2-TZVPD basis set",
  "homo_ev": -9.3,
  "lumo_ev": 0.3188,
  "orbital_gap_ev": 9.66,
  "elements": ["C", "C", "C", "C", "H", "H", "H", "H", "H", "H", "N", "N", "O", "O"],
  "positions_angstrom": [[0.49, -0.89, -1.09], [-0.53, 0.10, -0.56], [-0.34, 1.55, -0.27], [-1.31, 0.11, 0.71], [0.60, -0.73, 1.19], [2.28, -0.92, 1.68], [0.12, -1.58, -2.10], [-1.35, -0.06, -1.20], [-0.33, 2.27, -1.14], [0.67, 1.61, 0.22], [1.52, -0.72, 0.85], [1.58, -1.41, -0.46], [-1.50, 1.47, 0.83], [-1.90, -0.78, 1.35]],
  "lowdin_charge": [-0.120, -0.267, -0.026, -0.476, 0.013, 0.161, 0.173, 0.132, 0.143, 0.127, -0.050, 0.020, 0.074, 0.096]
}



y:
{
  "formula": "C4H6N2O2",
  "method": "ωB97M-V with the def2-TZVPD basis set",
  "homo_ev": -8.6,
  "lumo_ev": 0.6715,
  "smiles": "O[C@@H]1[C@@H]2N=CNO[C@@H]12",
  "orbital_gap_ev": 9.31,
  "elements": ["C", "C", "C", "C", "H", "H", "H", "H", "H", "H", "N", "N", "O", "O"],
  "positions_angstrom": [[-1.53, 0.17, 0.51], [-0.53, -0.52, -0.13], [1.78, 0.59, -0.31], [-0.07, 0.78, 0.59], [-2.60, 0.28, -1.42], [-1.93, 0.15, 1.48], [-0.60, -0.61, -1.16], [2.35, -1.34, -0.73], [2.72, 0.90, -0.96], [0.23, 0.71, 1.61], [1.70, -0.84, 0.03], [0.93, 1.62, -0.16], [-2.65, -0.06, -0.46], [0.59, -1.40, 0.23]],
  "lowdin_charge": [-0.151, -0.186, -0.187, -0.159, 0.129, 0.135, 0.144, 0.186, 0.145, 0.139, -0.092, 0.072, -0.064, -0.111]
}



Most stable: w. Least stable: y.



w:
{
  "formula": "C4H6N2O2",
  "method": "ωB97M-V with the def2-TZVPD basis set",
  "homo_ev": -10.0,
  "lumo_ev": 0.0633,
  "smiles": "[H]/N=C(/C(=O)O)N1CC1",
  "orbital_gap_ev": 10.10,
  "elements": ["C", "C", "C", "C", "H", "H", "H", "H", "H", "H", "N", "N", "O", "O"],
  "positions_angstrom": [[-0.77, 1.43, -0.57], [-0.36, 0.46, 0.57], [1.41, -1.01, -0.12], [0.15, -1.59, -0.84], [-1.14, 2.54, 0.89], [-0.54, -0.12, 2.21], [1.78, -0.21, -0.62], [2.19, -1.66, 0.31], [-0.40, -0.95, -1.59], [0.00, -2.67, -0.71], [-0.72, 0.85, 1.75], [0.05, -0.89, 0.49], [-1.12, 2.60, -0.05], [-0.52, 1.24, -1.73]],
  "lowdin_charge": [-0.454, -0.318, -0.069, -0.055, 0.070, 0.118, 0.062, 0.110, 0.108, 0.104, 0.151, -0.074, 0.135, 0.112]
}



x:
{
  "formula": "C4H6N2O2",
  "method": "ωB97M-V with the def2-TZVPD basis set",
  "homo_ev": -7.8,
  "lumo_ev": 0.6599,
  "smiles": "NC1=C(O)OC=NC1",
  "orbital_gap_ev": 8.43,
  "elements": ["C", "C", "C", "C", "N", "N", "O", "O", "H", "H", "H", "H", "H", "H"],
  "positions_angstrom": [[-0.23, 0.74, 1.70], [-0.69, 0.72, -0.55], [1.65, -0.08, 0.28], [0.30, -0.15, -0.46], [0.83, 0.16, 1.55], [0.14, -1.46, -1.16], [-1.81, 0.70, -1.42], [-0.76, 1.41, 0.66], [-0.69, 0.99, 2.63], [2.12, -1.12, 0.34], [2.28, 0.73, 0.03], [0.06, -2.20, -0.49], [-0.63, -1.65, -1.92], [-2.60, 1.22, -1.20]],
  "lowdin_charge": [-0.251, -0.284, -0.039, -0.259, 0.071, 0.033, 0.052, 0.033, 0.128, 0.136, 0.098, 0.050, 0.117, 0.115]
}



y:
{
  "formula": "C4H6N2O2",
  "method": "ωB97M-V with the def2-TZVPD basis set",
  "homo_ev": -7.7,
  "lumo_ev": 0.1766,
  "orbital_gap_ev": 7.93,
  "elements": ["C", "C", "C", "C", "H", "H", "H", "H", "H", "H", "N", "N", "O", "O"],
  "positions_angstrom": [[0.13, -1.03, -0.45], [-0.63, -0.49, -1.55], [-0.68, 0.81, -1.31], [0.09, -0.04, 0.50], [1.08, -2.96, -0.53], [-0.48, -2.96, 0.34], [-0.82, -0.99, -2.47], [-1.40, 1.67, -1.63], [0.76, 2.39, 0.90], [1.71, -1.22, 0.89], [0.44, -2.30, -0.02], [-0.38, 1.12, 0.13], [-0.27, 2.44, 0.68], [0.93, -0.34, 1.64]],
  "lowdin_charge": [-0.382, -0.051, -0.075, -0.354, 0.101, 0.196, 0.101, 0.145, 0.184, 0.315, -0.007, -0.083, 0.027, -0.116]
}



z:
{
  "formula": "C4H6N2O2",
  "method": "ωB97M-V with the def2-TZVPD basis set",
  "homo_ev": -7.3,
  "lumo_ev": 0.3681,
  "orbital_gap_ev": 7.65,
  "elements": ["C", "N", "C", "C", "C", "O", "O", "N", "H", "H", "H", "H", "H", "H"],
  "positions_angstrom": [[-0.49, -1.92, 0.16], [0.93, 1.39, 0.84], [1.00, 0.32, -0.01], [-1.01, 0.64, -0.16], [-0.25, -0.47, -0.03], [2.05, -0.02, -0.74], [-2.33, 0.80, -0.30], [-0.17, 1.77, -0.20], [2.77, 0.62, -0.64], [-2.51, 1.75, -0.25], [1.68, 2.06, 0.70], [-0.16, -2.27, 1.15], [-1.55, -2.13, 0.07], [0.04, -2.52, -0.59]],
  "lowdin_charge": [-0.048, 0.075, -0.362, -0.414, -0.173, 0.163, 0.112, 0.054, 0.133, 0.118, 0.112, 0.075, 0.080, 0.075]
}



Most stable: w. Least stable: y.